# 1
The following is a DFT calculation (the ωB97M-V functional and the def2-TZVPD basis) of a molecular structure, C10H13Cl3GeMnN5S2 in a non-equilibrium geometry.

Structure (ORCA input):
```
! wB97M-V def2-TZVPD RIJCOSX def2/J DEFGRID3
* xyz 3 2
Ge -1.578 3.984 -1.708
Mn 0.214 0.276 0.138
Cl -1.080 1.899 -0.543
Cl -2.631 3.450 -3.462
Cl -2.600 5.302 -0.420
S 0.311 0.450 2.424
S -0.560 -1.815 -0.291
N 1.716 -2.184 -1.877
N 0.149 -3.691 -2.055
N 1.007 -0.335 4.842
N -1.234 -0.505 4.356
N 1.954 -0.145 -0.692
C 2.514 -1.115 -1.425
C 1.153 -4.039 -2.930
C 0.480 -2.562 -1.424
C 0.001 -0.213 4.007
C 4.061 0.998 -0.582
C -1.096 -4.428 -1.870
C 2.128 -3.117 -2.826
C 4.648 -0.026 -1.320
C 3.868 -1.083 -1.745
C 2.724 0.895 -0.300
H 0.875 -0.631 5.801
H 1.104 -4.918 -3.550
H 2.223 1.675 0.271
H -1.471 -0.785 5.300
H 4.630 1.848 -0.232
H -1.999 -0.395 3.712
H 1.941 -0.071 4.573
H 3.041 -3.042 -3.386
H -1.035 -5.362 -2.420
H -1.257 -4.646 -0.815
H 5.705 0.005 -1.551
H -1.940 -3.848 -2.241
H 4.320 -1.884 -2.308
*
```

## Properties
- lowest unoccupied orbital energy (alpha / beta) (eV) = -13.31 / -13.07
- HOMO-LUMO gap (alpha / beta) (eV) = 3.655 / 4.255
- DFT total energy (Ha) = -6066.5374

***

# 2
The following is a DFT calculation (the ωB97M-V functional and the def2-TZVPD basis) of a molecular structure, C29H24KN7O3S in a non-equilibrium geometry.

Structure (ORCA input):
```
! wB97M-V def2-TZVPD RIJCOSX def2/J DEFGRID3
* xyz -2 1
K -0.123 -0.126 0.374
S -1.874 4.505 2.358
O 0.024 -2.498 1.522
O 0.651 0.914 3.192
O 0.541 2.340 1.413
N -3.125 -0.869 0.044
N -0.011 2.006 -1.836
N 0.006 -6.215 2.184
N -1.173 -0.516 -2.703
N 3.193 -4.746 4.299
N 1.569 -1.590 -1.876
N 1.901 -1.801 2.644
C -0.564 4.484 6.029
C -0.485 -1.741 -3.185
C 3.749 -1.221 -2.844
C -2.797 -1.612 -1.069
C 1.825 -1.515 -4.277
C 0.144 3.067 3.719
C 0.433 2.046 2.650
C -2.807 -3.033 -1.064
C 3.194 -1.386 -4.128
C -3.226 -3.658 0.165
C 0.795 3.044 -1.497
C 1.016 -1.637 -3.099
C 0.217 2.713 -4.156
C 2.275 -4.451 3.644
C -0.255 1.810 -3.183
C 0.635 3.760 5.961
C -1.019 3.985 3.709
C 1.049 3.771 -3.761
C 1.024 -2.738 2.248
C 0.524 -5.173 2.358
C -1.315 4.737 4.912
C -2.593 -0.777 -2.328
C -1.067 0.614 -3.645
C 1.379 3.968 -2.424
C 0.946 3.048 4.864
C 1.277 -4.075 2.735
C 2.889 -1.347 -1.776
C -3.462 -1.515 1.138
C -3.508 -2.896 1.260
H -3.865 -3.386 2.129
H -2.077 1.010 -3.793
H 1.538 4.384 -4.489
H -3.767 -0.884 1.972
H 1.372 -1.673 -5.253
H -2.984 -1.330 -3.199
H -0.742 0.281 -4.650
H 3.273 -1.290 -0.769
H 4.822 -1.150 -2.735
H 1.842 2.419 4.736
H 1.588 -0.820 2.697
H -2.478 -3.591 -1.932
H 1.271 3.772 6.875
H -0.877 4.935 6.975
H 1.006 3.219 -0.426
H -0.785 -2.080 -4.173
H -3.271 -4.760 0.260
H -0.783 -2.507 -2.437
H 3.854 -1.224 -5.001
H 2.601 -2.090 3.361
H -0.122 2.656 -5.196
H -2.110 5.430 4.879
H -3.130 0.201 -2.286
H 1.970 4.798 -2.114
*
```

## Properties
- lowest unoccupied orbital energy (eV) = 3.43
- relative energy (zero: lowest compared OMol25 entry of this formula, charge and spin) (kcal per mole) = 15.6
- HOMO-LUMO gap (eV) = 3.697
- DFT total energy (Ha) = -2726.7198

***

# 3
The following is a DFT calculation (the ωB97M-V functional and the def2-TZVPD basis) of a molecular structure, C39H41ClLaOP3 in a non-equilibrium geometry.

Structure (ORCA input):
```
! wB97M-V def2-TZVPD RIJCOSX def2/J DEFGRID3
* xyz 2 1
La 0.422 -0.086 -0.189
Cl 0.041 -0.177 -2.830
P -0.261 -2.958 -0.477
P 0.875 0.163 3.436
P -0.232 2.771 -0.622
O 0.701 -0.403 2.013
C -4.198 4.104 -2.588
C -3.638 2.849 -2.846
C -0.700 0.700 4.049
C 3.023 -5.469 -0.706
C -2.238 -4.693 -3.658
C -1.750 3.374 -1.414
C 2.455 2.669 -1.336
C -2.327 4.628 -1.118
C 1.973 1.544 3.296
C 2.254 4.506 -3.443
C 3.563 -3.392 -1.827
C -2.505 -4.712 2.481
C 3.588 3.020 -2.077
C -1.165 3.481 1.870
C -1.260 -4.431 -2.689
C -0.378 -4.030 3.443
C -1.462 -3.373 -1.780
C -1.073 4.011 3.149
C -3.531 -2.790 -2.902
C 1.537 -1.094 4.497
C 3.933 -4.675 -1.420
C 1.356 -3.705 -0.872
C 0.996 4.455 1.312
C 0.053 -3.602 2.188
C -0.112 3.666 0.951
C -2.418 2.496 -2.282
C -1.654 -4.594 3.583
C -2.586 -2.540 -1.911
C 1.217 3.268 -1.637
C 1.109 4.153 -2.725
C -3.379 -3.888 -3.759
C 1.068 4.995 2.597
C -3.544 4.987 -1.719
C 2.277 -2.915 -1.581
C 3.497 3.958 -3.106
C 0.043 4.765 3.514
C -0.800 -3.717 1.075
C 1.738 -4.983 -0.417
C -2.087 -4.267 1.223
H 2.546 1.961 -0.498
H 1.782 -0.628 5.463
H 2.447 -1.529 4.049
H 1.040 -5.599 0.153
H 3.306 -6.472 -0.391
H 4.274 -2.757 -2.366
H -3.973 5.967 -1.517
H -5.131 4.392 -3.072
H 1.947 2.072 4.257
H 2.372 -0.135 -4.315
H -1.336 -0.160 4.319
H -0.358 -5.046 -2.621
H 4.544 2.567 -1.822
H 3.000 1.215 3.094
H 0.090 5.196 4.517
H -4.399 -2.136 -2.990
H 4.401 4.261 -3.641
H -2.743 -4.347 0.361
H -1.246 1.323 3.335
H -4.151 2.145 -3.507
H -2.050 2.926 1.547
H -4.152 -4.105 -4.498
H -2.111 -5.539 -4.338
H 4.921 -5.058 -1.670
H -1.962 -4.962 4.562
H 0.299 -3.961 4.294
H -2.701 -1.691 -1.234
H 1.924 5.619 2.874
H -0.500 1.285 4.956
H 1.678 2.249 2.502
H 0.779 -1.877 4.657
H -1.887 3.854 3.863
H 2.183 5.227 -4.261
H 1.953 -1.940 -1.977
H 3.107 -0.117 -4.141
H 1.050 -3.177 2.060
H -1.835 5.317 -0.433
H 0.127 4.575 -2.985
H -3.490 -5.170 2.594
H 1.782 4.655 0.580
H -1.947 1.535 -2.503
*
```

## Properties
- lowest unoccupied orbital energy (eV) = -6.15
- relative energy (zero: lowest compared OMol25 entry of this formula, charge and spin) (kcal per mole) = 0.0
- HOMO-LUMO gap (eV) = 7.134
- DFT total energy (Ha) = -3101.4623